[1]
{
  "formula": "C6H14ClGeIrN2O5SSe",
  "method": "ωB97M-V/def2-TZVPD",
  "symbols": ["Ir", "O", "Cl", "O", "O", "O", "O", "N", "C", "Ge", "C", "C", "C", "Se", "C", "H", "H", "H", "H", "H", "H", "H", "H", "H", "H", "H", "H", "H", "H", "S", "C", "N"],
  "positions_angstrom": [[-1.895740, 1.421043, -2.806388], [-0.184191, 4.643467, -3.244148], [-0.068440, 3.472109, -2.490046], [1.025987, 3.423194, -1.615597], [-1.361157, 3.163396, -1.729533], [-0.038434, 2.233674, -3.392437], [-4.548770, 1.479602, -1.777922], [-3.570793, 0.953838, -2.021128], [0.082987, 0.496902, 3.431100], [0.820907, -0.817140, 2.154549], [0.407548, -2.568385, 3.343216], [2.676450, -0.766137, 1.693426], [-0.337625, -0.933884, 0.587959], [-0.037481, 0.489842, -0.701430], [1.387075, -0.305809, -1.749160], [0.718623, 0.537831, 4.310925], [-0.942001, 0.264017, 3.701881], [0.155452, 1.407401, 2.824245], [1.029462, -2.457128, 4.226137], [0.761083, -3.288854, 2.601608], [-0.660419, -2.548290, 3.532450], [3.294087, -0.794715, 2.590025], [2.868961, 0.174304, 1.170177], [2.949950, -1.606921, 1.056621], [-1.371065, -0.870674, 0.929772], [-0.192267, -1.907623, 0.115090], [2.257222, -0.438710, -1.113098], [1.618881, 0.397777, -2.544456], [1.061694, -1.257379, -2.160922], [-1.964388, -0.187349, -4.353641], [-2.716283, -1.463825, -3.556128], [-3.227315, -2.345575, -3.013147]],
  "forces_ev_per_angstrom": [[1.47, 0.41, 0.08], [-0.11, -0.38, 0.22], [0.00, 0.32, -0.31], [-0.08, -0.04, 0.05], [-0.07, 0.03, -0.16], [-0.25, 0.05, -0.06], [-0.01, -0.01, 0.01], [-0.61, -0.22, 0.21], [0.22, -0.53, 0.14], [-0.05, 0.91, -0.45], [-0.13, -0.51, 0.55], [0.23, -0.22, 0.30], [-0.29, -0.60, -0.07], [-0.04, 0.23, -0.12], [-0.04, -0.13, -0.04], [-0.01, 0.16, 0.02], [-0.05, 0.08, -0.05], [-0.02, 0.03, 0.06], [0.05, 0.09, -0.05], [0.02, 0.15, -0.11], [-0.01, 0.07, -0.09], [0.05, 0.04, -0.03], [-0.01, -0.01, -0.01], [0.01, 0.04, -0.05], [-0.04, 0.02, -0.13], [-0.13, 0.07, -0.16], [0.01, 0.02, 0.00], [-0.02, 0.02, 0.01], [-0.02, 0.00, -0.01], [0.05, 0.00, 0.34], [-0.20, -0.16, -0.13], [0.08, 0.06, 0.05]],
  "charge": 2,
  "multiplicity": 5,
  "energy_ev": -167694.336,
  "homo_lumo_gap_ev": [8.059, 5.238]
}

[2]
{
  "formula": "C28H36ClN3O9P2SScTe",
  "method": "ωB97M-V/def2-TZVPD",
  "symbols": ["Sc", "Cl", "C", "C", "C", "C", "O", "C", "C", "O", "C", "H", "H", "H", "H", "S", "C", "C", "C", "C", "C", "N", "H", "H", "H", "H", "C", "C", "O", "P", "O", "O", "O", "P", "O", "O", "O", "H", "H", "H", "H", "H", "H", "H", "C", "C", "N", "C", "C", "N", "C", "C", "H", "H", "H", "H", "H", "H", "H", "H", "H", "H", "H", "H", "H", "C", "Te", "C", "C", "C", "C", "C", "C", "C", "H", "H", "H", "H", "H", "H", "H", "H"],
  "positions_angstrom": [[6.402675, -18.420282, -8.803510], [1.415787, -21.764018, -4.490517], [2.768524, -21.292723, -5.458841], [3.686386, -22.253219, -5.905584], [4.847567, -21.866128, -6.556148], [4.968203, -20.601494, -7.167497], [6.007277, -20.199521, -7.811620], [3.828755, -19.640979, -6.918678], [3.626261, -18.452862, -7.626265], [4.362704, -18.117445, -8.634509], [2.817456, -20.024734, -5.962011], [3.432073, -23.317903, -5.643086], [5.611735, -22.562966, -6.802376], [2.792031, -17.797379, -7.413652], [2.077505, -19.289835, -5.651338], [7.222367, -16.766808, -10.736424], [6.560965, -18.110871, -11.628327], [6.592056, -18.196826, -13.079117], [6.287538, -19.372326, -13.761987], [5.869674, -20.454266, -13.005034], [5.590582, -20.229238, -11.650541], [6.006503, -19.142794, -10.956470], [6.963175, -17.317771, -13.644263], [6.374805, -19.514096, -14.851796], [5.642804, -21.403401, -13.507371], [5.063374, -20.959357, -11.097792], [10.047588, -17.445464, -4.919440], [9.331010, -17.388561, -6.269320], [9.997642, -16.295116, -6.957925], [7.507445, -16.917873, -6.041020], [7.650015, -15.581197, -5.257499], [6.914851, -17.757317, -4.819920], [6.613472, -16.980437, -7.250043], [9.333340, -18.989873, -7.134438], [8.376030, -19.655963, -5.993782], [10.609674, -19.700650, -7.344223], [8.381185, -18.714503, -8.338974], [11.084006, -17.544220, -5.073619], [9.696188, -18.240527, -4.247286], [9.929424, -16.421031, -4.484322], [9.738081, -16.410115, -7.896536], [7.643104, -14.698903, -5.640191], [7.270709, -18.652090, -4.841522], [8.511851, -20.612163, -6.024185], [11.334098, -23.793906, -9.797603], [10.137642, -22.817087, -10.017157], [10.430319, -21.756721, -11.069266], [11.690444, -21.021037, -10.572458], [12.867704, -21.972531, -10.284542], [12.502415, -23.357446, -10.643801], [12.145021, -23.342672, -12.094457], [10.856430, -22.521649, -12.312538], [11.091042, -24.824965, -10.061265], [11.625814, -23.760815, -8.727634], [9.909619, -22.327947, -9.108530], [9.263374, -23.409722, -10.329841], [11.529890, -20.374989, -9.723621], [12.004975, -20.329721, -11.418487], [13.203281, -21.983255, -9.228470], [13.746077, -21.663020, -10.882022], [13.256297, -24.008363, -10.462409], [11.999975, -24.344691, -12.447548], [12.961970, -23.004754, -12.702353], [9.962432, -23.103300, -12.640245], [11.070054, -21.867964, -13.151082], [4.436027, -14.726131, -9.987851], [6.238399, -13.654492, -10.662404], [4.692610, -12.634510, -11.954698], [3.395763, -12.968861, -11.405052], [2.167705, -12.245825, -11.722032], [0.941033, -12.735130, -11.392242], [0.803429, -13.821227, -10.484163], [1.937524, -14.488530, -10.092111], [3.221537, -14.089041, -10.541396], [4.466151, -14.700996, -8.881893], [4.533697, -15.761834, -10.337906], [4.860921, -12.911641, -12.975404], [4.964351, -11.576866, -11.784128], [2.177855, -11.401903, -12.383309], [0.054349, -12.253763, -11.759153], [-0.197581, -14.260805, -10.192179], [1.900608, -15.314992, -9.342414]],
  "forces_ev_per_angstrom": [[0.65, 0.24, -0.74], [-0.01, -0.13, 0.20], [-0.41, 0.18, -0.75], [0.18, -0.77, 0.76], [-0.88, -0.12, -0.71], [-1.60, 2.53, 0.87], [-0.21, -0.54, -0.14], [0.27, -2.02, 1.27], [1.95, 0.18, -2.31], [-1.31, -0.13, 1.84], [0.77, 0.57, -0.61], [0.79, 1.17, -0.23], [0.43, -0.65, -0.08], [-0.34, 0.06, 0.24], [0.01, -0.14, -0.21], [-0.32, -1.28, 0.13], [0.10, -0.39, -1.92], [0.64, 0.69, -0.09], [0.57, 0.73, 0.43], [-1.08, -0.30, 0.86], [1.16, 0.17, -0.92], [-0.14, -0.04, -0.34], [-0.33, -0.62, 0.57], [0.09, 0.53, 0.64], [-0.13, 0.41, 0.54], [-0.29, -0.75, 0.69], [-1.54, 1.15, 0.66], [0.47, 0.69, 0.10], [-1.28, -1.19, -0.78], [0.29, -0.76, 0.97], [-0.42, 1.06, 0.03], [0.22, 0.41, -0.55], [0.47, 0.51, 0.60], [-1.32, 0.89, -1.37], [0.55, -1.10, -0.11], [-0.33, -0.06, -0.01], [1.40, -0.80, 0.79], [1.29, -0.41, -0.46], [0.01, 0.46, -0.21], [-0.07, -1.00, 0.08], [0.35, 0.41, 0.35], [0.01, -0.12, -0.38], [-0.04, -0.47, -0.03], [-0.27, -0.09, 0.24], [-0.43, 0.23, 0.56], [0.21, -0.12, -1.93], [2.32, -1.25, 0.74], [-0.49, 0.39, -2.17], [1.26, 0.77, 0.75], [-0.74, 0.11, -0.25], [-1.02, -0.81, -0.31], [-0.99, 0.56, 0.59], [0.09, 0.13, -0.08], [0.20, -0.09, -0.75], [-0.25, 0.66, 0.90], [0.25, 0.40, 0.02], [-0.63, -0.07, 0.39], [-0.51, -0.84, 0.95], [-0.44, 0.08, -0.46], [-0.39, -0.42, 0.24], [0.35, 0.04, -0.10], [-0.19, -0.81, 0.22], [0.62, 0.66, 0.22], [0.87, 0.01, 0.44], [-0.19, 0.58, 0.17], [1.31, -0.80, 0.36], [-2.00, 0.50, -0.65], [2.44, 1.29, 1.34], [-3.85, -0.87, 1.22], [2.04, -1.32, -0.60], [-0.73, -0.86, 1.60], [-0.91, -0.59, -0.82], [0.95, -0.24, 0.71], [-0.25, 1.83, -0.51], [-0.16, -0.14, -0.58], [0.06, 0.17, 0.28], [-0.01, -0.19, -0.49], [-0.39, -0.36, -0.49], [0.36, 0.39, -0.22], [-0.23, 0.25, -0.05], [1.21, 0.94, -0.36], [-0.10, 0.65, -0.79]],
  "charge": 1,
  "energy_ev": -122449.404,
  "homo_lumo_gap_ev": 5.594,
  "relative_energy_ev": 0.681
}

[3]
{
  "formula": "C5H5N3",
  "method": "ωB97M-V/def2-TZVPD",
  "symbols": ["C", "C", "N", "N", "C", "C", "C", "N", "H", "H", "H", "H", "H"],
  "positions_angstrom": [[2.187275, 0.234913, -0.002763], [1.555576, -0.958172, -0.103045], [0.055149, -0.675928, -0.142129], [-1.276545, -0.977905, -0.029362], [-2.024116, 0.099405, -0.070659], [-1.257525, 1.250026, -0.069402], [0.143085, 0.736987, -0.096106], [1.332744, 1.245745, -0.000444], [3.346775, 0.260684, -0.101902], [1.974464, -1.911208, 0.096241], [-1.523225, -1.705780, 0.507993], [-3.046187, 0.075118, -0.162515], [-1.467473, 2.326120, 0.174091]],
  "forces_ev_per_angstrom": [[1.93, -1.57, -0.80], [-2.46, -1.68, 0.57], [3.88, 3.89, 0.63], [2.44, -1.22, -2.79], [1.54, 4.74, 0.32], [1.59, -0.36, 0.52], [-2.97, -0.35, 0.41], [-0.14, 2.29, -0.40], [-2.34, 0.41, 0.53], [-0.19, -0.82, -0.27], [-0.89, -3.36, 1.92], [-2.19, -0.50, 0.25], [-0.20, -1.48, -0.89]],
  "energy_ev": -9733.067,
  "homo_lumo_gap_ev": 8.802,
  "relative_energy_ev": 2.421,
  "smiles": "c1cn2[nH]ccc2n1"
}